Below is a molecular structure, C56H113N6O18 at a distorted geometry, with properties calculated with the ωB97M-V functional and the def2-TZVPD basis.

Geometry as XYZ:
```
193
Properties=species:S:1:pos:R:3:forces:R:3
C 0.778875 -2.738704 3.836447 -0.096 1.503 0.415
C 1.330876 -1.764892 2.758549 0.108 -1.392 -0.724
C 2.663198 -2.379676 2.262513 -0.184 -1.060 0.016
C 3.188507 -2.009196 0.897737 -0.599 0.911 0.015
C 2.270979 -0.981306 0.260667 1.118 -0.914 -2.433
C 0.831632 -1.476606 0.125641 -1.164 2.813 0.605
N 0.339283 -1.692802 1.570207 -6.828 -4.263 1.711
O -0.938225 -2.099579 1.822679 8.227 2.995 -1.962
C 0.566305 -2.708806 -0.748955 0.001 -1.246 0.326
C -0.029404 -0.253170 -0.360957 -0.777 -0.393 -0.445
C 1.545301 -0.353202 3.195374 -0.073 1.102 0.981
H 0.158284 -2.133583 4.497344 -1.037 -0.430 -0.368
H 1.507870 -3.028591 4.593177 0.840 -0.055 -0.637
H 0.347253 -3.642213 3.405777 -0.301 0.201 0.077
H 2.490641 -3.455902 2.254682 0.130 -0.111 0.259
H 3.388310 -2.148988 3.042957 -0.105 -0.100 0.104
H 3.131738 -2.873298 0.235771 0.520 -0.138 0.148
H 4.184864 -1.570533 0.952162 0.081 -0.362 -0.139
H 2.580806 -0.991616 -0.784330 -0.085 -0.103 -0.487
H 2.556689 0.061361 0.399606 -1.050 0.140 1.063
H 1.408591 -2.990284 -1.380951 0.355 0.456 0.107
H -0.307555 -2.682306 -1.399929 -0.194 0.753 0.204
H 0.392068 -3.612364 -0.164714 0.105 -0.134 0.415
H 0.332139 0.187827 -1.289886 0.884 0.007 0.231
H -0.158106 0.536543 0.379232 0.215 -0.017 0.062
H -1.009831 -0.596669 -0.690914 -0.277 -0.362 0.493
H 2.470352 -0.316601 3.770734 0.009 -0.072 0.086
H 0.739815 -0.052804 3.865475 -0.100 0.232 -0.155
H 1.651140 0.388551 2.403734 -0.211 -0.197 -0.089
C -4.125363 -0.193705 0.956890 -1.294 -0.347 -0.739
C -5.176173 -0.522422 2.108604 1.934 -1.442 1.055
C -5.454407 0.598337 3.019107 -0.964 2.559 0.861
C -6.348593 1.797533 2.525080 -0.371 -2.326 -1.127
C -7.709074 1.127887 2.154807 0.580 -0.659 0.185
C -7.552939 -0.019867 1.037941 -1.414 1.429 0.820
N -6.514264 -1.014264 1.528667 3.949 -4.543 -7.025
O -6.297377 -2.114274 0.755371 -2.204 5.745 4.733
C -7.204169 0.651916 -0.370289 1.078 -0.161 1.465
C -8.916362 -0.678228 0.925599 -0.307 -1.174 -0.517
C -4.495810 -1.632706 3.069442 -1.782 0.463 -0.518
H -3.286344 0.456050 1.205807 -0.261 -0.299 0.903
H -4.633500 0.344579 0.156792 0.022 -0.212 -0.157
H -3.695389 -1.101770 0.534230 -0.265 -0.160 -0.009
H -4.515833 1.048078 3.343007 0.134 -0.333 0.089
H -5.944196 0.145974 3.881410 -0.034 0.407 0.310
H -5.958865 2.135347 1.564818 0.401 0.659 0.368
H -6.358478 2.578732 3.285160 -0.266 -0.056 -0.288
H -8.543452 1.758523 1.847876 0.416 0.363 -0.444
H -8.128977 0.668433 3.049621 0.112 -0.358 0.137
H -6.339308 1.295318 -0.208630 -0.085 0.124 -0.148
H -8.044951 1.310826 -0.587169 -0.091 -0.340 -0.120
H -6.916921 -0.016677 -1.181811 -0.450 -0.274 0.194
H -9.695473 0.043564 0.680417 0.220 0.273 0.421
H -9.183166 -1.252535 1.812777 -0.059 0.299 0.172
H -8.992717 -1.386530 0.100620 0.429 -0.115 -0.092
H -3.510506 -1.267744 3.359388 0.086 -0.339 -0.509
H -4.588252 -2.647775 2.683172 0.760 0.190 -0.442
H -5.070515 -1.676277 3.994598 -0.099 0.176 0.070
C 0.612473 -2.867498 -5.676280 -0.694 0.035 -0.352
C 0.851697 -1.386293 -5.373682 2.155 -0.054 -0.969
C 2.433134 -1.183812 -5.293263 -0.219 -0.585 -0.039
C 2.959643 0.227702 -5.384801 -0.966 -0.752 0.458
C 2.502276 0.815595 -6.691252 0.027 -0.340 -0.213
C 0.969326 0.909360 -6.806865 -0.675 0.220 -0.276
N 0.302566 -0.471069 -6.470582 -7.957 -1.125 1.543
O -1.060387 -0.706295 -6.734865 9.208 1.776 1.070
C 0.614275 1.033130 -8.254352 -0.995 0.629 -1.602
C 0.281870 2.017469 -5.925736 0.900 -0.901 0.144
C 0.261176 -0.960444 -4.019210 -0.580 -0.072 0.182
H 1.135201 -3.422548 -4.897322 -0.124 -0.066 -0.057
H 0.988865 -3.181060 -6.649992 0.408 0.260 0.043
H -0.437796 -3.157655 -5.705445 -0.056 0.212 0.450
H 3.016017 -1.753517 -6.016987 -0.659 -0.353 -0.542
H 2.749505 -1.644136 -4.357256 -0.293 0.081 0.237
H 4.039640 0.142287 -5.264765 -0.055 0.561 -0.068
H 2.493569 0.773506 -4.564456 0.530 0.520 0.176
H 2.741070 0.238753 -7.584739 0.660 -0.516 0.267
H 3.059351 1.738877 -6.850376 -0.889 0.574 -0.072
H 1.000432 0.187395 -8.823306 0.023 0.069 -0.067
H 0.945529 1.952095 -8.737975 0.687 0.029 0.416
H -0.455609 1.107474 -8.449063 -0.162 -0.388 0.375
H -0.754247 1.766877 -5.698179 -0.004 0.385 -0.559
H 0.474248 2.933013 -6.485072 -0.560 0.045 -0.044
H 0.798566 2.159885 -4.976604 0.123 -0.116 0.158
H 0.885651 -1.475713 -3.289391 0.025 0.164 0.039
H -0.755177 -1.318035 -3.854127 -0.227 -0.078 -0.293
H 0.273577 0.107677 -3.802248 0.368 0.018 -0.168
C -1.405003 6.731703 -0.151267 0.257 -0.075 1.386
C -2.130283 6.230913 -1.369703 -0.614 -1.655 -0.836
C -2.712784 4.750113 -1.110293 1.913 0.003 -0.557
N -3.243668 3.919738 -2.320823 -2.000 0.514 1.486
C -4.404603 4.720782 -2.945624 2.453 -0.619 -0.891
C -2.147249 3.429273 -3.286966 -0.230 0.494 0.760
C -2.404504 1.931154 -3.498160 0.768 0.530 1.204
C -2.854116 1.509254 -2.099466 -1.197 -0.685 0.978
C -3.856576 2.579430 -1.729502 0.121 0.830 -1.403
H -1.347747 7.816342 -0.059737 -0.322 0.032 -0.303
H -0.377181 6.394983 -0.015989 0.059 -0.337 -0.608
H -1.884288 6.342597 0.747041 -0.231 0.183 0.202
H -1.449979 6.213081 -2.221156 0.086 -0.275 -0.115
H -2.921352 6.916139 -1.674286 -0.248 -0.092 0.269
H -3.350746 4.666776 -0.230434 -0.822 0.428 -0.499
H -1.915262 4.082964 -0.783236 0.618 0.346 0.093
H -3.936909 5.597205 -3.394240 -0.183 0.386 0.496
H -5.140472 4.963685 -2.179075 -0.041 -0.277 -0.393
H -4.667138 4.152771 -3.838118 -0.952 -0.191 0.428
H -2.140498 4.081253 -4.160450 0.103 -0.106 0.060
H -1.261939 3.571195 -2.667138 0.434 -0.023 -0.626
H -3.179562 1.750757 -4.243030 -0.083 -0.170 0.111
H -1.504016 1.372525 -3.753436 -0.048 0.334 -0.213
H -3.270987 0.502422 -2.123841 -0.596 -0.058 -0.293
H -2.228715 1.385769 -1.215318 1.424 0.498 -0.684
H -4.728567 2.415243 -2.362559 -0.377 0.134 0.415
H -4.087419 2.778712 -0.683032 -0.006 -0.310 -0.104
C 3.553497 -6.077358 4.604305 1.178 -0.778 0.396
C 3.790048 -6.956399 3.372565 -1.195 0.640 -1.808
C 3.937979 -6.125386 2.077841 -0.092 -0.407 -1.515
N 4.355812 -6.929693 0.792042 0.150 0.103 -1.187
C 3.504359 -8.166721 0.545081 -0.194 0.772 0.212
C 5.856544 -7.273044 0.707243 -0.668 0.170 1.265
C 6.147207 -7.475428 -0.742414 0.620 -0.496 -1.489
C 5.129930 -6.629373 -1.550120 -0.165 0.478 1.034
C 4.152824 -6.025723 -0.467126 1.284 -0.782 0.459
H 3.677622 -6.740490 5.460438 -0.056 0.126 0.202
H 2.555460 -5.651105 4.705922 0.081 0.025 -0.523
H 4.332978 -5.321105 4.696990 -0.137 0.242 0.043
H 2.847423 -7.483187 3.224108 0.039 -0.402 -0.025
H 4.570031 -7.717762 3.365036 0.266 0.256 0.831
H 4.641417 -5.293499 2.042561 0.277 -0.229 0.640
H 2.990918 -5.707946 1.735886 -0.437 -0.106 0.388
H 3.666478 -8.625240 -0.430412 0.946 -0.016 0.184
H 2.486666 -7.802244 0.405250 -0.348 -0.052 0.955
H 3.668369 -8.843016 1.384014 -0.364 -0.077 -0.302
H 6.048706 -8.089169 1.403754 -0.125 -0.363 -0.409
H 6.462586 -6.468032 1.122884 -0.478 0.475 -0.060
H 6.227181 -8.514171 -1.062911 -0.694 -0.146 0.227
H 7.124839 -7.118295 -1.066150 0.215 0.157 0.692
H 4.663466 -7.174172 -2.370920 -0.191 0.050 0.287
H 5.736004 -5.827227 -1.971235 -0.514 0.181 -0.254
H 3.096873 -5.958128 -0.728842 0.053 -0.155 0.221
H 4.534364 -5.070599 -0.106190 -0.178 0.175 -0.358
C 0.464767 8.764801 3.173710 0.211 0.308 0.331
C 1.733395 7.857345 3.368589 -2.077 -1.976 0.420
C 1.217965 6.321586 3.522236 1.143 0.808 -0.653
N 2.319141 5.220572 3.587022 -0.823 -1.449 -0.433
C 2.924997 4.975034 2.216366 -0.161 1.268 -0.084
C 1.604839 3.929192 4.143793 1.546 0.266 0.707
C 2.765174 3.115712 4.814274 -0.865 -0.302 -1.167
C 3.823743 4.106093 5.174257 1.130 0.786 0.720
C 3.349940 5.471357 4.637866 -0.522 0.089 0.223
H -0.223300 8.593416 2.345892 0.556 -0.561 -0.374
H 0.723141 9.821827 3.110206 0.424 -0.054 -0.139
H -0.205893 8.751628 4.032860 0.245 -0.419 0.354
H 2.162715 8.105878 4.339169 0.336 0.246 -0.249
H 2.465262 7.909773 2.562541 -0.120 0.249 0.054
H 0.605942 6.001952 2.678815 -0.159 0.151 0.048
H 0.640458 6.161275 4.432673 0.043 0.380 -0.058
H 3.557878 5.845219 2.042217 0.257 -0.151 -0.018
H 2.177139 5.038581 1.425947 -0.291 -0.398 0.274
H 3.520134 4.071701 2.082502 -0.208 -0.049 0.634
H 1.076691 3.455592 3.316227 -0.280 0.097 0.297
H 0.989958 4.251409 4.984145 -0.509 0.188 -0.620
H 3.093920 2.384685 4.075605 0.252 -0.191 0.302
H 2.542245 2.648027 5.773268 -0.887 -0.469 -0.571
H 4.829547 3.731417 4.984311 0.057 0.497 -1.022
H 3.908787 4.149491 6.260070 -0.375 0.477 0.117
H 4.087062 6.196415 4.292852 -0.023 -0.184 0.071
H 2.683842 5.918515 5.375745 0.687 0.289 0.554
O 6.153602 -3.664433 1.262770 -0.469 -0.174 0.144
C 6.689783 -2.629803 1.853109 0.556 0.793 0.765
O 7.757475 -2.203227 1.267351 -1.392 0.602 1.865
O 6.170868 -2.198276 2.868778 0.451 1.385 0.887
H 6.917186 -3.476024 0.712289 0.970 -2.535 -3.687
O -3.219466 2.914169 1.924749 -1.557 0.223 0.107
C -1.908838 3.065497 2.037090 4.621 8.086 1.712
O -1.236269 2.086900 1.762562 1.274 -3.589 -0.691
O -1.396030 4.197624 2.345349 -1.331 -1.186 -0.202
H -2.832839 2.049690 1.767230 -2.678 -3.289 -0.937
O -5.053161 -1.298794 -2.749724 -0.543 0.929 0.184
C -4.129876 -2.271836 -2.456978 2.216 -2.500 -0.393
O -2.937353 -1.862791 -2.377305 -0.401 1.037 0.302
O -4.456393 -3.478340 -2.391088 -0.957 1.534 0.157
H -5.907067 -1.708529 -2.906462 -0.035 -0.489 -0.015
O 2.076877 4.058285 -0.890306 0.091 2.113 1.741
C 1.683970 3.473614 -2.010754 -0.043 2.924 -3.997
O 1.774380 2.278354 -1.931229 -0.233 -6.872 0.614
O 1.438398 4.066390 -3.036401 -1.375 2.377 -1.804
H 2.177728 3.126840 -0.680957 1.192 -0.974 3.342
O -0.912225 -5.890571 2.462129 -0.054 0.422 -0.238
C -0.056637 -6.540742 1.622741 1.737 -1.352 -1.769
O -0.262286 -7.772395 1.510457 0.086 0.439 0.289
O 0.770003 -5.879176 0.968816 1.326 1.251 0.117
H -1.486798 -6.623117 2.227920 -2.283 -0.280 1.559
```
Forces are in eV/Å.

Lowest unoccupied orbital energy (alpha / beta) in eV: -7.57 / -8.28
HOMO level (alpha / beta) in Eh: -0.3947 / -0.3942
Total charge: +2
ΔE to the lowest compared entry with this formula, charge and spin in eV: 0.299
Molar mass in g/mol: 1158.5
Maximum force in eV/A: 9.47
E_tot in eV: -105666.622
2S+1: 2

Atom charges from the Mulliken analysis, given in e for atoms 1 to 4: atom 1 (C): -1.6550, atom 2 (C): 1.5538, atom 3 (C): -0.6873, atom 4 (C): 0.3093